37
Properties=species:S:1:pos:R:3:mulliken_charge:R:1 method="wB97M-V/def2-TZVPD" charge=+4 multiplicity=2
Cu 3.60 -0.36 -3.44 0.823
In 2.09 -4.99 -1.18 0.979
O 0.53 -0.23 -0.32 -0.500
C 1.22 -0.89 -1.18 0.713
O 1.16 -2.15 -1.17 -0.663
O 2.08 -0.34 -1.84 -0.516
H 0.92 0.61 -0.57 0.090
N -1.78 -1.99 -0.16 0.371
C -2.54 -2.77 0.68 -0.102
C -3.80 -2.99 0.05 -0.563
C -3.70 -2.42 -1.26 -0.670
C -2.48 -1.70 -1.33 -0.019
H -0.85 -1.68 0.10 0.156
H -2.13 -3.03 1.64 0.501
H -4.67 -3.53 0.39 0.475
H -4.42 -2.40 -2.07 0.461
H -2.06 -1.08 -2.12 0.604
N -2.16 2.56 0.05 0.018
C -0.95 2.60 -0.59 -0.296
C -1.22 2.24 -1.91 -0.600
C -2.52 1.62 -1.95 -0.188
C -3.09 1.94 -0.74 -0.383
H -2.40 2.91 0.97 0.257
H -0.07 2.97 -0.08 0.540
H -0.48 2.23 -2.69 0.485
H -3.10 1.21 -2.76 0.582
H -4.10 1.63 -0.51 0.447
N 3.03 0.72 3.27 -0.013
C 2.53 0.94 2.01 -0.329
C 3.68 1.22 1.25 0.081
C 4.76 1.29 2.06 -0.667
C 4.40 0.85 3.34 -0.111
H 2.49 0.51 4.11 0.261
H 1.50 0.89 1.71 0.463
H 3.72 1.45 0.19 0.445
H 5.80 1.46 1.83 0.429
H 5.00 0.73 4.23 0.436

ORCA calculation (ωB97M-V with the def2-TZVPD basis set) on a structure of composition C13H16F6N6O4OsS3 in a non-equilibrium geometry.

```
49
Properties=species:S:1:pos:R:3:mulliken_charge:R:1
Os -1.23 0.76 -0.07 2.046
N -2.72 4.80 -0.62 -0.390
C -2.09 3.63 -0.43 0.590
S -3.03 2.18 -0.53 -0.543
N -0.79 3.70 -0.22 -1.268
N -0.22 2.48 -0.10 0.772
C 1.02 2.52 0.21 -0.716
C 1.90 1.37 0.23 1.191
C 3.12 1.48 0.88 -0.881
C 3.99 0.42 0.98 -0.574
C 3.61 -0.79 0.43 -0.881
C 2.40 -0.88 -0.22 -0.197
N 1.58 0.19 -0.36 0.998
H -3.72 4.81 -0.59 0.228
H -2.23 5.65 -0.37 0.251
H 1.43 3.48 0.49 0.369
H 3.36 2.45 1.31 0.452
H 4.94 0.52 1.49 0.420
H 4.24 -1.67 0.51 0.449
H 2.04 -1.79 -0.64 0.530
F 0.19 0.40 4.75 -0.197
C -0.85 -0.37 4.45 0.467
F -1.89 -0.02 5.19 -0.198
F -0.54 -1.64 4.70 -0.210
S -1.21 -0.16 2.67 0.723
O 0.00 -0.61 2.00 -0.577
O -1.55 1.24 2.54 -0.675
N -2.46 -1.12 2.54 -0.469
S -2.77 -1.88 1.20 1.064
O -2.24 -1.20 0.01 -0.861
O -4.13 -2.31 1.15 -0.606
C -1.83 -3.46 1.27 0.652
F -2.27 -4.25 0.30 -0.231
F -0.53 -3.27 1.13 -0.174
F -2.06 -4.04 2.45 -0.240
C 1.75 -0.34 -3.14 -1.661
C 0.48 -0.71 -2.37 1.372
C -0.71 -0.26 -3.20 -1.904
C 0.38 -2.25 -2.19 -1.724
N 0.41 0.05 -1.07 -0.954
H 1.70 -0.77 -4.14 0.482
H 2.67 -0.70 -2.68 0.367
H 1.82 0.75 -3.24 0.343
H -0.65 -0.74 -4.18 0.509
H -0.70 0.82 -3.33 0.347
H -1.65 -0.54 -2.73 0.335
H -0.25 -2.69 -2.97 0.395
H -0.08 -2.49 -1.23 0.342
H 1.35 -2.74 -2.25 0.436
```

ORCA calculation (ωB97M-V with the def2-TZVPD basis set) on an isolated molecule of C13H16FN3O2 in a non-equilibrium geometry.

```
35
Properties=species:S:1:pos:R:3:mulliken_charge:R:1
C 4.23 0.22 1.73 -1.420
C 4.50 0.24 0.23 0.336
C 4.97 1.62 -0.23 -1.476
N 3.31 -0.16 -0.52 -0.166
C 2.14 0.50 -0.48 0.559
O 1.94 1.56 0.06 -0.643
C 1.03 -0.22 -1.28 -0.444
C 0.85 -1.62 -0.77 0.387
O 1.73 -2.46 -0.74 -0.721
N -0.40 -1.93 -0.29 -0.154
N -1.43 -1.08 -0.33 -0.121
C -2.55 -1.42 0.14 -0.236
C -3.69 -0.53 0.11 0.690
C -4.88 -0.90 0.74 -0.533
C -5.99 -0.07 0.73 -0.693
C -5.93 1.15 0.08 -0.397
C -4.77 1.54 -0.56 -0.606
C -3.67 0.71 -0.54 0.393
F -2.56 1.11 -1.18 -0.260
H 3.89 -0.77 2.04 0.343
H 3.46 0.95 1.97 0.333
H 5.14 0.46 2.28 0.437
H 5.27 -0.50 -0.01 0.370
H 4.20 2.35 -0.02 0.327
H 5.88 1.89 0.29 0.442
H 5.16 1.61 -1.30 0.355
H 3.27 -1.13 -0.83 0.306
H 1.35 -0.26 -2.32 0.397
H 0.11 0.35 -1.19 0.135
H -0.51 -2.87 0.10 0.275
H -2.72 -2.40 0.61 0.285
H -4.93 -1.85 1.24 0.302
H -6.89 -0.38 1.23 0.393
H -6.79 1.80 0.08 0.373
H -4.70 2.49 -1.07 0.432
```

35
Properties=species:S:1:pos:R:3:mulliken_charge:R:1 method="wB97M-V/def2-TZVPD" charge=+2
C -0.30 -2.67 -2.45 -1.277
C 1.07 1.37 -2.32 -1.317
H 0.53 -3.14 -2.99 0.563
H -1.12 -2.56 -3.18 0.350
H -0.62 -3.38 -1.69 0.388
H 1.33 1.97 -1.42 0.450
H 2.02 1.17 -2.84 0.448
H 0.50 2.03 -2.99 0.451
Hf 0.11 -0.57 -1.83 0.490
C -1.52 1.04 -1.88 -1.194
H -1.21 1.96 -1.35 0.323
H -2.52 0.80 -1.46 0.315
H -1.69 1.35 -2.92 0.501
I 2.69 -1.56 -1.76 0.098
N -0.27 -0.26 2.46 -0.026
C 0.84 0.57 2.46 0.429
C 1.37 1.35 3.48 -0.869
C 2.41 2.23 3.13 -0.551
C 2.85 2.33 1.80 -0.854
C 2.29 1.53 0.79 -0.638
C 1.25 0.67 1.14 0.934
N 0.38 -0.11 0.35 0.406
C -0.54 -0.66 1.20 0.486
C -1.69 -1.40 0.74 0.029
C -2.76 -1.97 1.43 -0.489
S -3.96 -2.56 0.33 0.003
C -2.97 -2.02 -1.01 -0.284
N -1.82 -1.48 -0.63 0.127
H -0.82 -0.51 3.28 0.245
H 0.98 1.25 4.49 0.417
H 2.88 2.85 3.89 0.417
H 3.65 3.03 1.54 0.414
H 2.65 1.57 -0.23 0.432
H -2.78 -2.05 2.50 0.399
H -3.23 -2.17 -2.06 0.386

35
Properties=species:S:1:pos:R:3:mulliken_charge:R:1 method="wB97M-V/def2-TZVPD" charge=+3
C -1.54 -2.86 1.73 -0.452
C -2.19 -3.32 0.46 0.594
O -3.33 -3.54 0.31 -0.370
O -1.28 -3.49 -0.60 -0.284
C -1.47 -2.56 -1.66 -1.366
C -0.37 -1.53 -1.61 0.512
C -0.56 -0.29 -1.03 -0.149
C 0.44 0.70 -1.02 0.377
C 0.20 2.04 -0.43 -1.513
C 0.28 1.91 1.14 0.791
C -0.58 2.97 1.85 -1.582
C 1.74 1.90 1.61 -1.355
C 1.70 0.38 -1.64 0.538
N 2.74 1.16 -1.76 -0.490
S 3.91 0.31 -2.53 0.420
N 3.14 -1.07 -2.73 -0.428
C 1.91 -0.90 -2.20 0.189
C 0.92 -1.86 -2.20 -0.441
H -0.80 -3.61 2.00 0.338
H -1.01 -1.94 1.50 -0.124
H -2.30 -2.73 2.49 0.343
H -1.41 -3.11 -2.59 0.524
H -2.42 -2.05 -1.61 0.507
H -1.50 -0.03 -0.57 0.632
H -0.77 2.41 -0.76 0.491
H 0.97 2.72 -0.78 0.624
H -0.16 0.95 1.38 0.237
H -0.17 4.00 1.66 0.646
H -1.62 2.88 1.48 0.629
H -0.57 2.73 2.94 0.611
H 2.06 0.87 1.76 0.365
H 2.40 2.35 0.88 0.339
H 1.85 2.39 2.58 0.419
H 1.09 -2.83 -2.64 0.613
Lu -1.29 5.06 2.59 0.815

ORCA calculation (ωB97M-V with the def2-TZVPD basis set) on an isolated molecule of C13H16N2O4 in a non-equilibrium geometry.

```
35
Properties=species:S:1:pos:R:3:mulliken_charge:R:1
C -1.43 -1.45 0.20 -1.124
C -2.21 -0.18 0.14 1.027
C -1.56 1.06 0.17 0.309
C -0.06 1.17 0.22 0.266
O 0.54 1.59 1.19 -0.643
N 0.54 0.88 -0.96 -0.008
C 1.98 0.83 -1.08 -1.234
C 2.50 -0.62 -0.97 0.371
C 4.01 -0.65 -0.69 -0.821
C 4.07 -0.55 0.84 -0.589
C 2.65 -0.97 1.29 -0.389
O 1.92 -1.29 0.12 -0.417
C -2.26 2.25 0.19 -0.470
C -3.65 2.25 0.13 -0.793
C -4.32 1.05 0.05 -0.563
C -3.61 -0.15 0.07 -0.065
N -4.40 -1.35 -0.01 0.956
O -3.92 -2.41 0.33 -0.586
O -5.54 -1.23 -0.44 -0.604
H -1.69 -2.11 -0.63 0.381
H -0.36 -1.27 0.18 -0.055
H -1.67 -1.99 1.11 0.365
H 0.00 0.43 -1.68 0.309
H 2.29 1.27 -2.03 0.356
H 2.38 1.43 -0.25 0.383
H 2.21 -1.18 -1.87 0.385
H 4.42 -1.60 -1.03 0.337
H 4.53 0.16 -1.19 0.340
H 4.28 0.47 1.16 0.277
H 4.83 -1.20 1.25 0.330
H 2.65 -1.86 1.92 0.410
H 2.15 -0.15 1.83 0.172
H -1.72 3.18 0.26 0.497
H -4.20 3.18 0.15 0.395
H -5.39 1.01 0.00 0.492
```

ORCA calculation (ωB97M-V with the def2-TZVPD basis set) on an isolated molecule of C13H16N2O6 in a non-equilibrium geometry.

```
37
Properties=species:S:1:pos:R:3:mulliken_charge:R:1
N 1.02 1.18 0.05 -0.522
C 0.56 -0.10 0.60 0.586
C 1.68 -1.22 0.42 -1.340
C 1.88 -1.71 -1.05 0.916
C 1.55 -3.08 -1.49 -0.648
C 1.58 -3.37 -2.91 -0.566
C 2.13 -2.41 -3.81 0.471
O 2.29 -2.77 -5.11 -0.502
C 2.45 -1.10 -3.40 -0.643
C 2.39 -0.88 -2.04 -0.082
C 0.21 0.10 2.07 -0.277
O 0.33 -0.79 2.92 -0.687
N -0.49 1.28 2.33 0.034
C -1.32 1.86 1.32 0.013
C -2.90 1.59 1.54 -0.732
C -3.11 0.10 1.47 0.523
O -2.28 -0.77 1.32 -0.468
O -4.51 -0.20 1.75 -0.490
C -1.02 3.46 1.16 0.247
O -1.79 4.36 1.31 -0.537
O 0.34 3.64 0.93 -0.610
H 0.73 1.04 -0.87 0.207
H 1.95 1.17 -0.07 0.311
H -0.45 -0.43 0.13 0.302
H 1.52 -2.03 1.05 0.613
H 2.64 -0.68 0.70 0.309
H 1.03 -3.77 -0.80 0.333
H 1.53 -4.41 -3.19 0.322
H 2.72 -3.58 -5.12 0.320
H 3.15 -0.60 -4.00 0.363
H 2.46 0.25 -1.66 0.019
H -0.87 1.30 3.27 0.367
H -1.11 1.48 0.32 0.212
H -3.19 2.18 2.40 0.459
H -3.23 2.03 0.59 0.336
H -4.71 -1.11 1.65 0.340
H 0.60 2.64 0.62 0.502
```

Calculated calculated total energy (eV), listed in the same order as above: -74119.0738 -82145.5912 -25023.5489 -38434.2528 -65234.4569 -24908.4696 -29004.1928